Run one
Computed, not measured: a cluster of 2 separate species, C2H2ClNO2 in total, with ωB97M-V/def2-TZVPD.

XYZ file:
```
8
Properties=species:S:1:pos:R:3:lowdin_charge:R:1
C 1.06559 0.25427 0.09268 0.0295
N 0.86521 1.34424 0.41040 -0.1546
O 0.28235 2.35325 0.10969 -0.0006
H 1.62780 -0.59355 0.54144 0.1447
O -0.86543 -1.97259 0.39948 0.0456
C -0.85752 -0.96277 -0.25757 -0.7767
Cl -2.04371 0.21073 -0.56666 0.7657
H -0.07430 -0.63357 -0.72947 -0.0536
```

Summary:
LUMO energy (spin up / spin down) in eV: -0.6 / -0.6
SMILES string: C#[N+][O-].O=CCl

=====

Run two
Computed, not measured: a cluster of 2 separate species, C2H2ClNO2 in total, with ωB97M-V/def2-TZVPD.

XYZ file:
```
8
Properties=species:S:1:pos:R:3:lowdin_charge:R:1
C -2.03216 -0.06325 0.08326 -0.0106
C 2.37200 0.30676 -0.20480 -0.7152
N -0.81959 -0.32343 -0.07585 -0.1476
O 1.78808 1.32900 -0.20384 0.0128
O -0.07761 -1.27387 -0.24670 0.0170
Cl 3.89556 -0.11144 0.33001 0.6935
H -2.32025 0.96512 0.21219 0.0680
H -2.80603 -0.82888 0.10573 0.0820
```

Summary:
LUMO energy (spin up / spin down) in eV: -0.7 / -0.6

=====

Run three
Computed, not measured: the molecule C2H2ClNO2, with ωB97M-V/def2-TZVPD.

XYZ file:
```
8
Properties=species:S:1:pos:R:3:lowdin_charge:R:1
O -0.69558 -1.68266 0.26492 0.0457
C 0.08486 -1.13652 -0.45111 -0.5066
O 0.97956 -0.19785 -0.22774 0.0258
C 0.52373 0.86282 0.58149 -0.2774
N -0.59085 1.38345 0.53099 -0.3235
Cl -1.72615 0.66541 -0.49352 0.7440
H 0.20416 -1.28397 -1.50760 0.1319
H 1.22026 1.38932 1.30257 0.1601
```

Summary:
LUMO energy in eV: 0.7
SMILES string: O=CO/C=N\Cl

=====

Result of the stability comparison: run one is the least stable of them.

=====

Run one
Computed, not measured: a cluster of 2 separate species, C4H14N3O in total, with ωB97M-V/def2-TZVPD.

XYZ file:
```
22
Properties=species:S:1:pos:R:3:lowdin_charge:R:1
C 2.40999 0.42138 -0.57428 -0.2367
C 1.16965 1.21372 -0.13520 -0.1779
C -0.15918 0.58908 -0.36383 -0.2486
C -1.05089 0.88251 -1.31641 -0.1090
N -2.13950 0.08720 -1.58428 0.0831
N -0.34418 -0.62918 0.45653 0.2081
N 2.47134 -0.93045 0.04717 -0.0002
H 3.29580 1.02295 -0.34623 0.1200
H 2.40290 0.34223 -1.66614 0.1160
H 1.25459 2.18438 -0.64288 0.1253
H 1.40717 1.62339 0.86548 0.1255
H -0.98812 1.81354 -1.86064 0.1409
H -2.17526 -0.88090 -1.30120 0.0862
H -2.61951 0.12834 -2.46754 0.1056
H -0.96514 -0.58916 1.28707 0.1103
H 0.58641 -0.87771 0.87735 0.1412
H -0.58523 -1.42961 -0.11782 0.1516
H 3.30372 -1.12331 0.57050 0.0812
H 2.18328 -1.57643 -0.67253 0.0798
H -2.88811 -1.21993 3.06304 0.0617
H -2.10404 -0.05489 2.91681 0.0687
O -2.03483 -0.99593 2.71025 -0.0327
```

Summary:
Net charge: +1
LUMO energy in eV: -2.9

=====

Run two
Computed, not measured: a cluster of 3 separate species, C4H14N3O in total, with ωB97M-V/def2-TZVPD.

XYZ file:
```
22
Properties=species:S:1:pos:R:3:lowdin_charge:R:1
C -1.25723 -1.74348 0.98979 -0.2742
C -1.49888 -0.24823 1.09027 -0.1226
C -0.84977 0.58962 0.01600 -0.2961
C -0.56370 -0.01967 -1.29452 0.0211
N 0.01139 0.63732 -2.22966 0.2545
N -0.37767 1.74518 0.24134 0.2025
N 0.15945 -2.02122 0.82964 0.0254
H -1.61142 -2.25391 1.87303 0.1243
H -1.83892 -2.18419 0.16369 0.1071
H -2.57624 -0.04227 1.10700 0.1377
H -1.11639 0.07639 2.05262 0.1296
H -0.94016 -1.01107 -1.53378 0.1529
H 1.46865 2.26497 -0.23671 -0.0115
H -0.41277 0.65680 -3.15267 0.1766
H 0.54143 1.44279 -1.87715 0.1130
H -0.94956 2.21645 0.94781 0.1217
H 2.65230 -0.06821 0.86421 0.0068
H 0.38967 -2.98557 0.99618 0.0880
H 0.74316 -1.53701 0.17285 0.0388
H 2.36766 2.73883 -1.32856 0.0548
H 3.35470 -0.28311 0.98199 0.0472
O 2.30429 2.02960 -0.67336 -0.0976
```

Summary:
Net charge: +1
LUMO energy in eV: -6.5

=====

Result of the stability comparison: run two is the least stable of them.

=====

Run one
Computed, not measured: the molecule C4H5NO3, with ωB97M-V/def2-TZVPD.

XYZ file:
```
13
Properties=species:S:1:pos:R:3:lowdin_charge:R:1
N 0.71711 1.59141 -0.11780 0.1931
C -0.03952 0.51292 -0.06189 -0.4293
C 0.40864 -0.70403 -0.18146 -0.0322
C 1.81574 -1.11106 0.08836 -0.2229
O 2.77073 -0.31908 0.14942 -0.0356
O -1.34767 0.81694 0.11190 0.0564
C -2.42289 -0.05859 0.15148 -0.2224
O -2.35976 -1.25786 -0.13414 0.0580
H 1.74598 1.29401 -0.24745 0.1447
H 0.32383 2.48795 -0.22039 0.1066
H -0.24291 -1.49928 -0.35771 0.0716
H 1.97117 -2.23886 0.14468 0.1286
H -3.34044 0.48552 0.67500 0.1834
```

Summary:
LUMO energy in eV: 0.4
SMILES string: N/C(=C\C=O)OC=O

=====

Run two
Computed, not measured: the molecule C4H5NO3, with ωB97M-V/def2-TZVPD.

XYZ file:
```
13
Properties=species:S:1:pos:R:3:lowdin_charge:R:1
N -1.28253 -0.96808 2.07528 0.1824
C -0.49892 -0.47571 1.33042 -0.1311
C 0.77966 0.01032 0.72696 -0.3503
O 0.63156 1.36032 0.37675 -0.0522
C 0.16469 1.38005 -0.96035 -0.1377
O -0.80672 0.29261 -1.26413 -0.0765
C -0.29899 -0.96587 -1.18678 -0.1808
O 1.00161 -0.85388 -0.37456 -0.0804
H 1.68173 -0.06172 1.41882 0.1931
H 1.16984 1.37283 -1.54204 0.1590
H -0.24187 2.45266 -1.14123 0.1662
H -0.01485 -1.62592 -2.11925 0.1709
H -1.10736 -1.44652 -0.50930 0.1373
```

Summary:
LUMO energy in eV: 0.6
SMILES string: N#CC1OCOCO1

=====

Run three
Computed, not measured: a structure of composition C4H5NO3, with ωB97M-V/def2-TZVPD.

XYZ file:
```
13
Properties=species:S:1:pos:R:3:lowdin_charge:R:1
C -1.80175 0.03563 -0.53373 -0.1935
C 0.07574 0.52879 0.03999 -0.3601
C -0.88766 -0.51659 0.45987 -0.1320
C 1.62702 -0.06238 -0.14116 -0.3726
N -1.08908 0.93932 -1.08039 0.1672
O 0.22019 1.59759 0.90688 0.0087
O 2.63630 0.56006 -0.17818 0.1486
O 1.49765 -1.41013 -0.25446 0.0962
H -2.86970 -0.32087 -0.74082 0.1357
H -1.46125 -0.36220 1.40561 0.1401
H -0.43504 -1.54004 0.24978 0.1330
H 0.25022 2.43834 0.37934 0.1383
H 2.23735 -1.88751 -0.51273 0.0903
```

Summary:
LUMO energy in eV: 0.6

=====

Run four
Computed, not measured: a structure of composition C4H5NO3, with ωB97M-V/def2-TZVPD.

XYZ file:
```
13
Properties=species:S:1:pos:R:3:lowdin_charge:R:1
C -0.26413 -1.21471 1.52946 -0.0474
C 0.66268 -0.05226 -0.33504 -0.2598
C 0.42168 1.37083 -0.88760 -0.1437
C -0.67070 -0.38977 -0.50553 -0.3628
H 0.12652 -2.13812 1.61765 0.0933
H -0.82159 -0.92680 2.38389 0.1248
H 1.70751 -0.51003 -0.72592 0.2199
H -0.55968 1.88386 -0.12822 0.2066
H 1.49534 2.21909 -0.86054 0.2089
N -1.30232 0.11616 -1.57792 0.1547
O 0.78656 -0.23129 1.12954 -0.0712
O -0.25330 0.98083 -2.13308 -0.1663
O -1.32858 -1.10777 0.49330 0.0432
```

Summary:
LUMO energy in eV: 0.6

=====

Result of the stability comparison: run four is the least stable of them.

=====

Run one
Computed, not measured: a structure of composition C4H5NO3, with ωB97M-V/def2-TZVPD.

XYZ file:
```
13
Properties=species:S:1:pos:R:3:lowdin_charge:R:1
C 0.10560 1.19157 -0.92937 -0.4836
C -1.15880 0.47620 -0.48059 0.0236
C -1.21329 -0.54681 0.36146 0.0052
C -0.11250 -1.37458 0.96203 -0.4776
H -0.48509 3.21272 -0.20779 0.1022
H 0.90387 3.23036 -1.24593 0.2359
H -2.41151 0.67653 -0.76967 0.2024
H -1.87120 -1.01793 0.67063 -0.0147
H 1.14993 -0.72501 -0.65053 0.1863
N 0.00539 2.54013 -0.78345 0.1317
O 1.06287 0.54615 -1.40945 0.0356
O 1.27555 -1.25553 0.49377 -0.0881
O -0.21965 -1.99511 1.94146 0.1410
```

Summary:
LUMO energy in eV: -0.4

=====

Run two
Computed, not measured: a cluster of 3 separate species, C4H5NO3 in total, with ωB97M-V/def2-TZVPD.

XYZ file:
```
13
Properties=species:S:1:pos:R:3:lowdin_charge:R:1
C 0.51791 -0.37827 0.90957 -0.2727
C -0.31800 0.72617 0.59962 -0.0327
C -0.50823 0.88842 -0.75364 -0.4126
C 0.27128 -0.01278 -1.33542 -0.2233
H 2.06135 -1.52707 1.53616 0.1475
H 1.57370 -0.62621 2.80804 0.0907
H -0.85340 1.33478 1.30128 0.0972
H -2.58413 1.60999 -0.02488 0.3587
H -0.89647 -0.65917 -3.05580 0.3195
N 1.11286 -1.14180 2.01490 0.0620
O -1.63065 1.55974 -1.08912 -0.0598
O 0.45308 -0.77529 -2.58705 -0.0955
O 0.80072 -0.99853 -0.32365 0.0209
```

Summary:
LUMO energy in eV: -1.0

=====

Run three
Computed, not measured: a structure of composition C4H5NO3, with ωB97M-V/def2-TZVPD.

XYZ file:
```
13
Properties=species:S:1:pos:R:3:lowdin_charge:R:1
C -0.85626 0.85623 -0.25572 -0.6154
O -0.95901 1.37884 -1.48142 0.0847
C 0.97164 1.00917 0.10846 -0.0519
C 2.05384 1.55626 0.06979 0.0523
O -1.50505 1.12029 0.71388 0.0795
H -1.37510 2.24971 -1.39707 0.1394
H 3.02747 1.93976 -0.11633 0.0135
N 0.31211 -1.63990 0.83978 0.1767
C -0.70843 -1.77771 0.03158 -0.2642
O -1.16019 -0.85709 -0.69735 0.0412
H 0.57952 -2.38672 1.46019 0.1208
H 0.79102 -0.68503 0.78418 0.0758
H -1.17158 -2.76381 -0.05995 0.1476
```

Summary:
LUMO energy in eV: 0.6

=====

Run four
Computed, not measured: the molecule C4H5NO3, with ωB97M-V/def2-TZVPD.

XYZ file:
```
13
Properties=species:S:1:pos:R:3:lowdin_charge:R:1
C 0.11902 1.63587 -0.07630 -0.0298
C 0.14947 0.13903 -0.08831 -0.2416
C -0.97455 -0.72668 0.10545 -0.4998
O -0.84875 -1.95577 0.07490 0.0526
O -2.06322 -0.14376 0.65627 0.1077
N 1.22685 -0.48722 -0.87703 0.1573
C 1.49453 -1.05831 0.25627 -0.2910
O 2.11536 -1.66672 1.02764 0.2133
H 0.85986 2.05411 0.60824 0.0820
H -0.87120 1.97032 0.22605 0.0758
H 0.31519 2.04740 -1.07094 0.0813
H -2.66799 -0.84848 0.93084 0.1285
H 1.14542 -0.95979 -1.77307 0.1637
```

Summary:
LUMO energy in eV: 0.4
SMILES string: C[C@@]1(C(=O)O)NC1=O

=====

Result of the stability comparison: run two is the least stable of them.

=====

Run one
Computed, not measured: a cluster of 3 separate species, C2H12N2O2 in total, with ωB97M-V/def2-TZVPD.

XYZ file:
```
18
Properties=species:S:1:pos:R:3:lowdin_charge:R:1
N 1.26688 -1.23625 0.04373 -0.0148
C 1.09904 -0.09847 -0.85517 -0.2692
C -0.37816 0.01429 -1.24164 -0.2903
N -1.24802 0.35609 -0.10933 -0.0147
H 2.12327 -1.40655 0.52994 0.0744
H 0.88600 -2.07792 -0.35391 0.0772
H 1.72964 -0.16161 -1.76483 0.1102
H 1.36932 0.86857 -0.39595 0.1106
H -0.39464 0.87499 -1.95382 0.1123
H -0.73041 -0.84792 -1.80199 0.1013
H -2.19911 0.05300 -0.25672 0.0729
H -0.88384 -0.13402 0.74134 0.0645
O -0.10369 -2.25848 2.17998 -0.0816
H -1.05200 -2.13207 2.05758 0.0282
H 0.20204 -1.36303 1.99073 -0.0018
O -0.35175 3.18157 -0.32290 -0.0833
H -1.27444 3.44646 -0.37053 0.0296
H -0.38774 2.24296 -0.08306 -0.0258
```

Summary:
LUMO energy in eV: 0.7
SMILES string: NCCN.O.O

=====

Run two
Computed, not measured: a cluster of 3 separate species, C2H12N2O2 in total, with ωB97M-V/def2-TZVPD.

XYZ file:
```
18
Properties=species:S:1:pos:R:3:lowdin_charge:R:1
N -0.42429 1.86600 0.78518 -0.0063
C 0.76136 1.08790 0.44220 -0.3103
C 0.48047 -0.39423 0.51860 -0.3031
N -0.17511 -0.93885 -0.67881 -0.0009
H -1.08434 1.85135 0.02594 0.0570
H -0.15787 2.82642 0.94326 0.0584
H 1.62045 1.31456 1.07072 0.1086
H 1.12875 1.33735 -0.56555 0.0904
H 1.35599 -0.99718 0.77303 0.0904
H -0.16357 -0.56614 1.38046 0.1026
H -0.10337 -0.31858 -1.48254 0.0634
H -1.10148 -1.30436 -0.52912 0.0454
O -3.73078 -2.28828 0.81559 -0.0616
H -3.69683 -1.87944 1.68431 0.0319
H -4.27547 -1.71776 0.26083 0.0346
O 2.96336 0.22639 -2.03726 -0.0608
H 3.91808 0.31128 -2.03748 0.0337
H 2.68465 -0.41642 -1.36936 0.0267
```

Summary:
LUMO energy in eV: 0.8
SMILES string: NCCN.O.O

=====

Result of the stability comparison: run two is the least stable of them.

=====

Run one
Computed, not measured: a structure of composition C5H14NO2, with ωB97M-V/def2-TZVPD.

XYZ file:
```
22
Properties=species:S:1:pos:R:3:lowdin_charge:R:1
O -1.15052 1.21740 -1.39440 -0.0654
C 0.57199 0.51707 -1.49208 0.0015
C 0.76784 -0.88482 -0.96038 -0.3271
N 1.88282 -0.96679 0.00597 0.3558
C -1.98975 0.59971 1.03164 -0.0887
C -0.89726 -0.54569 1.03159 -0.1769
C -0.56985 -1.28352 -0.27889 -0.1139
H -0.46006 0.67926 -2.02286 -0.0097
H 0.67537 1.35749 -0.70812 0.1532
H 1.26377 0.75842 -2.31418 0.1606
H 0.89933 -1.66791 -1.78836 0.1971
H -1.48057 1.60854 0.92049 0.0882
H 2.32947 1.70939 1.95884 0.0652
H -2.68826 0.58236 1.89331 0.0883
H -2.54201 0.48783 0.09763 0.0577
H 0.04050 -0.09501 1.48451 0.1004
H -1.31570 -1.32106 1.81066 0.1582
H -1.20622 -1.04590 -1.12364 0.1307
H -0.50786 -2.30330 -0.16436 0.0976
H 1.98975 0.40996 1.01805 0.0271
H 2.76117 -1.04945 -0.52454 0.1284
O 1.62607 1.23604 1.51911 -0.0284
```

Summary:
Net charge: +1
LUMO energy in eV: -9.7

=====

Run two
Computed, not measured: a cluster of 2 separate species, C5H14NO2 in total, with ωB97M-V/def2-TZVPD.

XYZ file:
```
22
Properties=species:S:1:pos:R:3:lowdin_charge:R:1
O 0.04595 1.50469 2.17222 -0.0555
C 0.66507 0.38022 1.58061 -0.2007
C 0.57859 0.56034 0.06046 -0.2452
N -0.79533 0.23665 -0.52131 0.1049
C -0.57949 -0.57651 -1.80317 -0.0743
C 0.95201 -0.68865 -1.93065 -0.1442
C 1.67223 -0.16672 -0.66253 -0.1073
H 0.24850 1.65922 3.10262 0.1098
H 1.69400 0.35553 1.93121 0.1390
H 0.06269 -0.51345 1.79770 0.1165
H 0.61027 1.64649 -0.09715 0.1621
H -1.42677 -0.29250 0.13168 0.1176
H -1.24536 1.13370 -0.67893 0.1772
H -0.95855 -0.17591 -2.74272 0.1288
H -1.02678 -1.57051 -1.64243 0.1324
H 1.17506 -0.12315 -2.84775 0.1172
H 1.30186 -1.69075 -2.22064 0.1241
H 2.20806 -0.88381 -0.06010 0.1208
H 2.43197 0.56230 -0.98095 0.1359
H -2.97120 -1.15054 1.72288 0.1022
H -2.43010 0.32606 2.03590 0.0789
O -2.21268 -0.53270 1.65304 -0.0402
```

Summary:
Net charge: +1
LUMO energy in eV: -3.0

=====

Run three
Computed, not measured: a cluster of 2 separate species, C5H14NO2 in total, with ωB97M-V/def2-TZVPD.

XYZ file:
```
22
Properties=species:S:1:pos:R:3:lowdin_charge:R:1
C 0.29162 -1.65584 1.05955 -0.0598
C -0.37232 -0.71368 0.07826 -0.3693
C -0.31186 0.68747 0.69500 -0.1478
C -1.18031 1.85442 0.23486 -0.1645
C -2.33586 1.52710 -0.56951 -0.2616
O -2.32105 0.68023 -1.43445 0.0470
N 0.26664 -0.84739 -1.31853 0.2163
H 0.15862 -2.63699 0.64067 0.0727
H -0.29583 -1.73432 2.03066 0.1303
H 1.42288 -1.43522 1.02040 0.0962
H -1.43682 -0.99150 0.05708 0.1465
H 0.87387 0.94658 0.75574 0.1608
H -0.42393 0.53154 1.77942 0.1208
H -0.69580 2.72879 -0.21483 0.1334
H -1.54231 2.56927 1.04984 0.1493
H -3.26226 2.03960 -0.29038 0.1346
H 1.25994 -0.89012 -1.25598 0.0918
H 0.12673 -0.03225 -2.04416 0.2144
H -0.18020 -1.63197 -1.87257 0.1978
H 3.74673 -1.07761 0.06148 0.0817
H 3.16323 0.52398 -0.29589 0.0816
O 3.04831 -0.44209 -0.16667 -0.0721
```

Summary:
Net charge: +1
LUMO energy in eV: -3.2

=====

Result of the stability comparison: run one is the least stable of them.

=====

Run one
Computed, not measured: a cluster of 2 separate species, CN2OS in total, with ωB97M-V/def2-TZVPD.

XYZ file:
```
5
Properties=species:S:1:pos:R:3:lowdin_charge:R:1
C 0.51177 0.79531 -0.44351 -0.5163
N -0.39683 0.02035 -0.38697 0.0536
N -0.47301 -1.44666 1.09991 -0.4902
O 1.34044 1.55487 -0.68968 0.1390
S -1.76886 -2.07707 1.06758 0.8139
```

Summary:
LUMO energy (spin up / spin down) in eV: -2.2 / -2.3

=====

Run two
Computed, not measured: a cluster of 2 separate species, CN2OS in total, with ωB97M-V/def2-TZVPD.

XYZ file:
```
5
Properties=species:S:1:pos:R:3:lowdin_charge:R:1
C 1.66624 -0.71780 0.56604 -0.0152
N -0.82860 1.26374 -0.65468 0.1719
N -1.29376 0.33009 -0.24057 -0.8360
O 2.40023 0.09963 0.25676 0.0127
S -1.94412 -0.97566 0.07246 0.6666
```

Summary:
LUMO energy in eV: 0.5

=====

Result of the stability comparison: run one is the least stable of them.